## 1
{
  "formula": "CH5O2",
  "method": "wB97M-V/def2-TZVPD",
  "species": ["O", "H", "C", "O", "H", "H", "H", "H"],
  "positions_angstrom": [[-0.690, 0.584, 2.221], [-0.399, -0.305, 2.498], [0.374, -0.153, -1.169], [-0.366, -0.476, -0.102], [-0.177, 0.025, -2.150], [1.146, -0.926, -1.449], [0.940, 0.819, -1.100], [-0.827, 0.432, 1.251]],
  "lowdin_charge": [-0.172, 0.007, -0.485, -0.406, 0.026, 0.028, 0.032, -0.031],
  "molar_mass_da": 49.0,
  "total_charge": -1,
  "gap_ev": 7.45
}

## 2
{
  "formula": "CH5O2",
  "method": "wB97M-V/def2-TZVPD",
  "species": ["C", "O", "H", "H", "H", "H", "H", "O"],
  "positions_angstrom": [[0.514, -0.946, -0.366], [-0.460, -0.047, -0.684], [0.658, -1.103, 0.727], [0.289, -1.952, -0.773], [1.501, -0.657, -0.768], [-1.484, 1.930, 0.942], [-0.489, 0.909, 0.101], [-0.527, 1.867, 0.821]],
  "lowdin_charge": [-0.362, -0.319, 0.054, 0.039, 0.043, -0.067, -0.047, -0.339],
  "molar_mass_da": 49.0,
  "total_charge": -1,
  "gap_ev": 8.21
}

2 is preferred energetically. Next in line: 15.9 kJ/mol higher.

## 1
{
  "formula": "C4H4S",
  "method": "wB97M-V/def2-TZVPD",
  "species": ["C", "C", "C", "C", "S", "H", "H", "H", "H"],
  "positions_angstrom": [[1.052, -1.565, -0.267], [0.326, -0.627, -0.105], [4.035, 0.695, -0.904], [-0.509, 0.531, 0.116], [3.763, -0.026, 0.409], [1.654, -2.405, -0.446], [-0.836, 0.561, 1.156], [-1.388, 0.481, -0.525], [0.040, 1.445, -0.099]],
  "lowdin_charge": [0.034, -0.227, -0.577, -0.109, 0.624, 0.015, 0.081, 0.080, 0.079],
  "molar_mass_da": 84.1,
  "total_charge": 0,
  "gap_ev": 10.19
}

## 2
{
  "formula": "C4H4S",
  "method": "wB97M-V/def2-TZVPD",
  "species": ["C", "C", "C", "C", "S", "H", "H", "H", "H"],
  "positions_angstrom": [[0.877, 0.907, -0.699], [0.960, 0.844, 0.610], [-0.171, 0.142, -0.133], [-0.912, -1.171, -0.057], [-1.924, 0.327, -0.031], [1.455, 1.425, -1.426], [1.488, 1.302, 1.422], [-0.663, -1.593, 0.966], [-1.112, -2.183, -0.653]],
  "lowdin_charge": [-0.034, 0.045, -0.763, -0.431, 0.802, 0.096, 0.095, 0.075, 0.116],
  "molar_mass_da": 84.1,
  "total_charge": 0,
  "smiles": "C1=CC12CS2",
  "gap_ev": 9.57
}

1 is preferred energetically. Next in line: 25.7 kJ/mol higher.

## 1
{
  "formula": "C8H10N2O",
  "method": "wB97M-V/def2-TZVPD",
  "species": ["C", "C", "C", "C", "C", "C", "C", "C", "N", "N", "O", "H", "H", "H", "H", "H", "H", "H", "H", "H", "H"],
  "positions_angstrom": [[1.159, 2.632, 2.058], [0.625, 1.496, 1.518], [-0.339, -0.938, -0.505], [-0.654, -1.226, 0.725], [-1.118, -2.629, 1.081], [1.523, 0.323, -1.112], [-0.957, 1.077, -1.809], [0.143, -0.078, -1.554], [1.671, 3.608, 2.373], [-0.731, -0.414, 1.901], [-0.078, 0.656, 2.153], [-2.035, -2.605, 1.772], [-1.295, -3.369, 0.226], [-0.510, -3.169, 1.756], [2.266, -0.569, -1.049], [1.622, 0.687, -0.036], [1.905, 1.189, -1.751], [-1.224, 1.471, -0.812], [-1.873, 0.707, -2.349], [-0.437, 1.836, -2.204], [0.337, -0.685, -2.384]],
  "lowdin_charge": [-0.238, -0.084, 0.164, -0.330, -0.054, -0.113, 0.005, -0.381, 0.158, 0.069, -0.043, 0.107, 0.104, 0.050, 0.117, 0.035, 0.104, 0.080, 0.105, 0.020, 0.125],
  "molar_mass_da": 150.2,
  "total_charge": 0,
  "gap_ev": [5.90, 6.99]
}

## 2
{
  "formula": "C8H10N2O",
  "method": "wB97M-V/def2-TZVPD",
  "species": ["C", "C", "C", "C", "C", "C", "C", "C", "N", "N", "O", "H", "H", "H", "H", "H", "H", "H", "H", "H", "H"],
  "positions_angstrom": [[1.564, 1.213, 1.958], [1.075, 0.374, 0.950], [1.388, 1.083, -0.180], [0.224, -0.023, -1.544], [0.363, -0.966, 0.763], [-0.608, -0.760, -0.527], [-1.603, 0.352, -0.117], [-1.393, -1.957, -1.103], [2.088, 2.363, 1.462], [1.886, 2.269, 0.126], [0.288, 0.069, -2.710], [1.579, 1.017, 2.974], [1.178, -1.570, 0.481], [-0.074, -1.489, 1.530], [-2.135, -0.066, 0.737], [-2.257, 0.529, -1.001], [-1.034, 1.218, 0.142], [-1.436, -1.922, -2.186], [-2.428, -1.745, -0.596], [-1.087, -2.867, -0.691], [2.424, 2.879, -0.469]],
  "lowdin_charge": [-0.111, -0.242, -0.072, -0.147, -0.039, -0.454, -0.037, -0.004, 0.026, -0.024, 0.157, 0.077, 0.099, 0.089, 0.098, 0.112, 0.070, 0.084, 0.116, 0.054, 0.148],
  "molar_mass_da": 150.2,
  "total_charge": 0,
  "gap_ev": 9.47
}

2 is preferred energetically. Next in line: 736.4 kJ/mol higher.